(1)
Density functional theory data (ωB97M-V/def2-TZVPD) for a structure of composition C49H40Cl5CsN11O3PSe3Te.

Geometry as XYZ:
```
114
C49H40Cl5CsN11O3PSe3Te, DFT ωB97M-V/def2-TZVPD
Cs 1.39 -1.46 -0.65
N 2.74 1.45 1.25
C 2.44 2.71 1.68
C 3.23 3.29 2.69
C 2.92 4.55 3.18
C 1.83 5.25 2.70
C 1.04 4.69 1.71
C 1.34 3.44 1.17
P 0.34 2.60 -0.11
C 1.34 2.91 -1.63
C 0.81 2.44 -2.82
C 1.46 2.67 -4.02
C 2.65 3.38 -4.04
C 3.20 3.83 -2.84
C 2.55 3.60 -1.64
C -0.94 3.90 -0.46
C -2.26 3.66 -0.10
C -3.26 4.60 -0.35
C -2.94 5.79 -0.98
C -1.62 6.04 -1.35
C -0.64 5.11 -1.09
H 2.47 1.20 0.31
H 3.67 1.11 1.48
H 4.07 2.73 3.07
H 3.56 4.98 3.95
H 1.60 6.24 3.09
H 0.18 5.23 1.35
H -0.12 1.88 -2.81
H 1.04 2.28 -4.95
H 3.15 3.58 -4.98
H 4.14 4.37 -2.85
H 2.98 3.95 -0.71
H -2.51 2.73 0.37
H -4.28 4.39 -0.07
H -3.71 6.52 -1.18
H -1.37 6.97 -1.84
H 0.39 5.31 -1.38
Cl -2.91 -2.18 -7.02
C -2.28 -1.96 -5.43
C -0.97 -1.51 -5.24
Cl 0.02 -1.19 -6.62
C -0.45 -1.33 -3.97
Cl 1.18 -0.82 -3.76
C -1.22 -1.56 -2.78
O -0.77 -1.37 -1.62
C -2.55 -2.02 -3.04
Cl -3.52 -2.34 -1.64
C -3.06 -2.22 -4.31
Cl -4.67 -2.81 -4.51
Se 6.09 0.42 1.41
Se 4.62 -1.29 0.94
Te 6.16 -3.15 0.30
Se 5.05 -4.10 -1.68
C -4.16 1.35 1.86
N -2.85 0.81 2.11
C -2.17 -0.18 1.49
N -0.98 -0.31 2.03
C -0.97 0.66 2.98
N -2.08 1.35 3.07
C -5.21 0.30 1.58
C -6.35 0.64 0.85
C -7.34 -0.31 0.61
C -7.20 -1.60 1.07
C -6.06 -1.96 1.79
C -5.09 -1.00 2.06
C -5.85 -3.33 2.20
N -6.61 -4.36 2.08
N -5.92 -5.44 2.53
C -4.76 -5.02 2.92
O -4.65 -3.67 2.76
C -3.62 -5.77 3.41
C -3.63 -7.17 3.35
C -2.51 -7.87 3.73
C -1.38 -7.21 4.19
C -1.37 -5.82 4.28
C -0.12 -5.12 4.77
N 0.72 -4.64 3.68
C 0.54 -3.62 2.82
N 1.55 -3.55 1.99
C 2.34 -4.59 2.37
N 1.87 -5.27 3.40
C -2.49 -5.11 3.89
H -4.12 2.05 1.03
H -4.42 1.91 2.76
H -2.57 -0.78 0.69
H -0.12 0.84 3.62
H -6.46 1.64 0.47
H -8.22 -0.02 0.05
H -7.95 -2.35 0.86
H -4.21 -1.29 2.62
H -4.51 -7.67 2.97
H -2.51 -8.95 3.67
H -0.50 -7.77 4.47
H 0.50 -5.80 5.34
H -0.38 -4.27 5.39
H -0.31 -2.95 2.84
H 3.28 -4.83 1.90
H -2.49 -4.02 3.94
N 3.47 0.34 -1.49
C 4.39 0.66 -2.11
N 5.40 1.08 -2.86
C 6.76 1.13 -2.33
C 7.46 2.29 -3.01
O 7.44 2.16 -4.43
C 6.11 2.08 -4.93
C 5.35 0.92 -4.31
H 7.28 0.20 -2.56
H 6.73 1.26 -1.25
H 8.50 2.34 -2.72
H 6.96 3.23 -2.73
H 6.19 1.94 -6.01
H 5.58 3.01 -4.72
H 5.82 -0.03 -4.59
H 4.31 0.91 -4.64
```

Summary:
Total charge = -2
Maximum force = 3.56 eV Å⁻¹
Spin multiplicity = 1
Lowest unoccupied orbital energy = 2.63 eV
Energy relative to the best compared isomer or geometry (same formula, charge and spin) = 64.6 kJ/mol

***

(2)
Density functional theory data (ωB97M-V/def2-TZVPD) for a cluster of 2 separate species, C4H9NO2 in total.

Geometry as XYZ:
```
16
C4H9NO2, DFT ωB97M-V/def2-TZVPD
N 1.37 0.39 1.66
C 1.48 -0.88 1.17
O 2.10 -1.76 1.75
C 0.78 -1.12 -0.16
C -0.53 -0.40 -0.35
C -0.64 0.77 -0.97
O 0.46 1.45 -1.42
H 1.95 0.64 2.45
H 1.00 1.13 1.08
H 1.48 -0.82 -0.95
H 0.64 -2.21 -0.24
H -1.43 -0.85 0.05
H -1.60 1.27 -1.11
H 0.18 2.18 -1.98
H -3.57 -0.17 -0.72
H -3.69 0.39 -0.25
```

Summary:
Maximum force = 0.38 eV Å⁻¹
Spin multiplicity = 1
Lowest unoccupied orbital energy = 0.46 eV
Energy relative to the best compared isomer or geometry (same formula, charge and spin) = 189.5 kJ/mol

***

(3)
Density functional theory data (ωB97M-V/def2-TZVPD) for a structure of composition C17H36Cl3CsF9KNNaO12PS.

Geometry as XYZ:
```
83
C17H36Cl3CsF9KNNaO12PS, DFT ωB97M-V/def2-TZVPD
C -0.74 -3.47 4.54
C -1.59 -2.72 3.30
O -1.18 -3.18 1.96
C -2.13 -2.76 0.92
O -3.48 -2.67 1.08
C -1.61 -2.40 -0.63
C -0.22 -1.49 -0.64
C -0.43 0.06 -0.16
C -0.18 0.30 1.47
C 0.13 1.88 1.81
N 1.59 2.26 1.81
C 2.46 1.16 1.23
Cl 4.23 1.63 1.62
C 2.15 -0.21 2.06
O 0.75 -0.66 2.07
H -1.33 -3.19 5.53
H 0.36 -3.07 4.64
H -0.81 -4.65 4.47
H -1.35 -1.56 3.42
H -2.72 -2.91 3.56
H -2.45 -1.74 -1.14
H -1.47 -3.35 -1.30
H 0.63 -2.08 -0.10
H 0.10 -1.44 -1.79
H -1.55 0.42 -0.35
H 0.25 0.82 -0.75
H -1.24 0.08 1.96
H -0.41 2.59 1.01
H -0.34 2.13 2.85
H 1.93 2.45 2.78
H 1.70 3.13 1.20
H 2.40 1.07 0.06
H 2.80 -1.07 1.55
H 2.53 -0.14 3.17
F -5.28 -5.68 -0.50
P -5.17 -4.42 -1.40
F -4.31 -3.13 -1.61
F -3.76 -4.92 -1.83
F -6.39 -3.61 -1.92
F -5.76 -5.26 -2.57
F -5.50 -3.89 0.03
C -9.46 -4.77 -1.03
O -8.42 -4.28 -0.38
H -9.25 -5.40 -1.91
H -10.14 -5.43 -0.46
H -10.18 -4.05 -1.46
Cs -2.82 -4.88 4.78
C -4.26 6.47 -0.54
C -3.52 5.58 -1.53
O -2.25 6.09 -1.91
C -1.11 5.87 -1.04
O -0.98 4.58 -0.75
C -1.08 6.80 0.24
F -1.51 8.06 -0.07
F 0.18 6.96 0.72
F -1.85 6.38 1.28
H -4.11 7.53 -0.78
H -5.33 6.24 -0.55
H -3.91 6.30 0.48
H -4.11 5.56 -2.45
H -3.48 4.55 -1.18
H -0.30 6.31 -1.64
C 7.01 1.35 -0.50
Cl 6.79 1.59 -2.24
Cl 8.41 2.25 0.09
H 6.11 1.71 0.02
H 7.16 0.29 -0.30
C 6.95 -1.27 -5.14
O 6.72 -1.59 -3.79
H 6.81 -2.16 -5.75
H 6.25 -0.50 -5.46
H 7.98 -0.91 -5.26
H 6.86 -0.78 -3.27
O 0.06 -9.09 4.30
H -0.02 -10.02 4.04
H 1.01 -8.90 4.19
K -0.81 5.33 2.32
O 11.58 0.41 -3.56
S 10.46 1.08 -2.86
O 9.66 1.84 -3.83
O 11.00 1.99 -1.84
O 9.61 0.06 -2.21
Na -4.32 8.53 -2.16
```

Summary:
Total charge = -1
Maximum force = 11.63 eV Å⁻¹
Spin multiplicity = 1
Lowest unoccupied orbital energy = -1.60 eV